{
  "formula": "C22H23F3N4O3",
  "method": "ωB97M-V/def2-TZVPD",
  "lumo_ev": 0.409,
  "total_charge": 0,
  "homo_energy_ev": -8.50,
  "homo_lumo_gap_ev": 8.908,
  "smiles": "NC(=O)C1CCN(CC(=O)Nc2cccc(C(=O)Nc3cccc(C(F)(F)F)c3)c2)CC1",
  "spin_multiplicity": 1,
  "symbols": ["N", "C", "O", "C", "C", "C", "N", "C", "C", "O", "N", "C", "C", "C", "C", "C", "C", "H", "H", "H", "C", "O", "N", "C", "C", "C", "C", "C", "C", "H", "H", "H", "C", "F", "F", "F", "H", "H", "H", "H", "H", "H", "C", "C", "H", "H", "H", "H", "H", "H", "H", "H", "H", "H", "H"],
  "positions_angstrom": [[-4.802, -1.150, 1.052], [-4.732, 0.049, 0.436], [-4.121, 0.976, 0.924], [-5.484, 0.116, -0.890], [-4.814, -0.798, -1.923], [-3.357, -0.373, -2.138], [-3.190, 1.041, -1.856], [-1.879, 1.519, -2.218], [-0.823, 1.039, -1.222], [0.317, 0.792, -1.561], [-1.307, 0.967, 0.041], [-0.635, 0.587, 1.201], [0.652, 0.059, 1.174], [1.287, -0.293, 2.360], [0.620, -0.144, 3.573], [-0.663, 0.372, 3.597], [-1.291, 0.741, 2.423], [-2.294, 1.140, 2.431], [-1.177, 0.490, 4.540], [1.124, -0.436, 4.481], [2.663, -0.865, 2.394], [3.040, -1.586, 3.294], [3.447, -0.481, 1.337], [4.755, -0.844, 1.045], [5.328, -0.322, -0.115], [6.632, -0.651, -0.448], [7.382, -1.502, 0.351], [6.806, -2.017, 1.500], [5.509, -1.697, 1.852], [5.067, -2.100, 2.748], [7.378, -2.678, 2.132], [8.396, -1.750, 0.078], [7.216, -0.101, -1.717], [8.557, -0.043, -1.698], [6.788, 1.142, -1.994], [6.893, -0.851, -2.791], [4.759, 0.339, -0.753], [3.025, 0.151, 0.669], [1.118, -0.094, 0.214], [-2.290, 1.212, 0.159], [-1.873, 2.612, -2.183], [-1.559, 1.211, -3.228], [-4.312, 1.813, -2.349], [-5.516, 1.551, -1.432], [-5.479, 2.236, -0.585], [-6.441, 1.728, -1.981], [-4.557, 1.556, -3.394], [-4.056, 2.873, -2.321], [-3.052, -0.614, -3.173], [-2.695, -0.927, -1.464], [-4.847, -1.843, -1.612], [-5.372, -0.716, -2.857], [-6.505, -0.233, -0.704], [-5.322, -1.921, 0.676], [-4.316, -1.278, 1.925]],
  "forces_ev_per_a": [[0.06, -0.37, 0.26], [-0.40, -0.27, -0.18], [0.10, 0.41, 0.35], [0.01, 0.23, -0.10], [0.04, 0.02, 0.06], [0.08, -0.20, -0.04], [0.05, 0.19, -0.32], [0.04, -0.07, -0.13], [-0.19, 0.11, -0.16], [0.23, -0.02, -0.14], [-0.43, 0.13, 0.13], [0.32, -0.06, 0.27], [0.14, -0.07, 0.00], [-0.57, 0.09, 0.26], [0.24, -0.08, -0.06], [0.05, -0.03, -0.06], [0.02, 0.02, -0.11], [-0.08, 0.05, 0.01], [-0.04, 0.03, 0.07], [0.04, -0.04, 0.07], [0.11, 0.07, -0.17], [0.04, -0.04, 0.11], [-0.42, 0.28, -0.21], [0.55, -0.22, -0.10], [0.11, -0.11, 0.12], [0.02, 0.02, 0.05], [-0.03, 0.08, -0.09], [0.07, 0.07, -0.19], [-0.15, -0.05, 0.17], [0.01, 0.01, 0.00], [0.04, -0.06, 0.08], [0.08, -0.01, -0.02], [0.10, 0.06, -0.36], [0.14, -0.09, 0.22], [-0.18, 0.13, 0.14], [-0.12, -0.15, 0.03], [-0.06, 0.08, -0.06], [0.03, -0.10, 0.22], [0.00, 0.01, -0.01], [0.11, -0.11, -0.14], [0.00, -0.04, -0.03], [0.03, 0.03, 0.17], [-0.18, 0.09, 0.09], [0.05, 0.01, 0.02], [-0.05, 0.02, -0.07], [-0.05, -0.02, 0.01], [0.05, 0.06, 0.00], [0.00, -0.04, -0.06], [0.01, 0.02, 0.10], [-0.01, -0.05, -0.06], [-0.02, -0.02, -0.09], [-0.02, -0.05, 0.02], [0.08, 0.01, 0.02], [0.00, 0.04, -0.03], [0.00, 0.03, -0.04]]
}


{
  "formula": "C20H27LiN3",
  "method": "ωB97M-V/def2-TZVPD",
  "lumo_ev": -2.670,
  "total_charge": 1,
  "homo_energy_ev": -9.91,
  "homo_lumo_gap_ev": 7.242,
  "spin_multiplicity": 1,
  "symbols": ["Li", "N", "C", "C", "C", "N", "C", "C", "N", "C", "H", "H", "H", "H", "H", "H", "H", "H", "H", "H", "H", "H", "H", "H", "H", "H", "C", "C", "C", "C", "C", "C", "C", "C", "C", "C", "C", "C", "C", "C", "H", "H", "H", "H", "H", "H", "H", "H", "H", "H", "H"],
  "positions_angstrom": [[-2.164, 0.089, -0.319], [1.332, 1.418, -1.879], [-0.075, 0.851, -1.979], [-0.954, 1.662, -2.941], [-2.280, 0.993, -3.177], [-3.176, 0.940, -2.036], [-1.977, -0.447, -3.703], [-1.117, -1.300, -2.764], [-1.740, -1.678, -1.460], [0.197, -0.590, -2.425], [1.471, 2.182, -1.242], [1.641, 1.827, -2.735], [2.045, 0.652, -1.666], [-0.361, 0.966, -1.000], [-0.442, 1.737, -3.889], [-1.157, 2.658, -2.510], [-2.672, 1.553, -3.989], [-3.859, 0.219, -2.129], [-3.675, 1.865, -1.851], [-1.311, -0.350, -4.579], [-2.853, -0.972, -4.094], [-0.852, -2.138, -3.325], [-1.027, -2.212, -0.941], [-2.580, -2.240, -1.628], [0.845, -0.526, -3.269], [0.846, -1.088, -1.663], [0.900, -2.249, 5.324], [1.166, -0.958, 5.019], [0.551, -0.339, 3.926], [-0.377, -0.985, 3.147], [-0.710, -2.310, 3.500], [-0.062, -2.948, 4.534], [-1.069, -0.412, 1.982], [-0.611, 0.449, 1.019], [0.775, 0.773, 1.045], [1.755, -0.133, 0.657], [3.094, 0.294, 0.517], [3.436, 1.592, 0.730], [2.465, 2.591, 1.049], [1.201, 2.132, 1.281], [1.283, -2.758, 6.181], [1.852, -0.376, 5.597], [0.756, 0.700, 3.853], [-1.416, -2.837, 2.857], [-0.218, -3.989, 4.715], [-2.094, -0.809, 1.949], [1.591, -1.212, 0.384], [3.843, -0.491, 0.291], [4.497, 1.874, 0.703], [2.816, 3.552, 1.235], [0.471, 2.776, 1.702]],
  "forces_ev_per_a": [[0.10, -0.07, 0.17], [1.15, -0.87, -0.83], [1.90, 0.11, -2.26], [0.60, 0.20, 1.70], [0.39, -1.82, -0.85], [-0.05, 2.16, 1.43], [0.52, 0.62, -0.02], [-0.03, 0.82, 1.37], [0.10, 0.27, -0.52], [-0.58, 0.53, 0.95], [-0.12, 0.23, 1.39], [0.15, 0.17, -1.36], [-1.11, 1.27, 0.35], [-1.34, -0.29, 2.27], [0.06, 0.31, -0.44], [0.39, -0.15, -0.27], [-0.93, 0.39, -0.86], [-0.66, -0.30, -0.35], [0.89, -1.75, -0.46], [-0.43, 0.21, 0.09], [-0.08, 0.03, 0.42], [0.31, -1.78, -0.84], [-0.86, 0.09, -0.14], [0.54, -0.11, 0.21], [0.27, -0.07, -1.18], [-0.98, 0.05, -0.29], [-1.71, -1.52, -0.80], [0.00, 0.65, -0.52], [0.20, -0.08, 0.88], [-0.28, -0.64, 0.09], [0.45, 0.02, -0.41], [0.91, 0.87, 0.32], [-0.05, 0.89, -0.91], [-1.85, -1.70, 1.55], [1.33, 1.15, -0.18], [0.96, -0.79, -0.72], [-0.37, -1.53, 0.13], [1.06, 1.67, -0.19], [0.88, -3.29, -0.06], [-0.56, -0.79, -0.26], [0.54, -0.11, 0.36], [0.30, 0.21, 0.36], [0.11, 0.80, -0.66], [0.05, -0.02, 0.30], [-0.32, -0.48, 0.23], [-0.04, 0.21, -0.24], [-0.39, 1.18, 0.68], [-0.32, 0.75, 0.15], [-0.49, -0.04, -0.17], [0.15, 1.64, 0.34], [-0.75, 0.68, 0.05]]
}


{
  "formula": "C48H42BCl3N7P2SiZr",
  "method": "ωB97M-V/def2-TZVPD",
  "lumo_ev": -3.838,
  "total_charge": 1,
  "homo_energy_ev": -8.98,
  "homo_lumo_gap_ev": 5.137,
  "spin_multiplicity": 1,
  "symbols": ["Zr", "C", "P", "C", "C", "C", "C", "C", "C", "C", "C", "C", "C", "C", "C", "C", "C", "C", "C", "C", "P", "C", "C", "C", "C", "C", "C", "C", "C", "C", "C", "C", "C", "N", "H", "H", "H", "H", "H", "H", "H", "H", "H", "H", "H", "H", "H", "H", "H", "H", "H", "H", "H", "H", "H", "H", "H", "H", "H", "H", "C", "C", "N", "C", "C", "C", "C", "C", "C", "C", "C", "C", "N", "C", "H", "H", "H", "H", "H", "H", "H", "H", "B", "N", "C", "C", "C", "N", "N", "C", "C", "C", "N", "H", "H", "H", "H", "H", "H", "H", "H", "Cl", "Si", "Cl", "Cl"],
  "positions_angstrom": [[-0.274, 0.035, 0.589], [-1.770, 3.177, 1.180], [-1.728, 2.298, -0.430], [-0.898, 3.604, -1.384], [-1.468, 4.865, -1.556], [-0.751, 5.876, -2.176], [0.549, 5.648, -2.608], [1.134, 4.405, -2.412], [0.408, 3.388, -1.809], [-3.522, 2.214, -0.765], [-4.235, 1.310, 0.026], [-5.613, 1.217, -0.071], [-6.303, 2.030, -0.961], [-5.607, 2.938, -1.742], [-4.223, 3.031, -1.645], [-0.427, 3.024, 1.776], [0.320, 3.871, 2.523], [1.357, 3.090, 3.131], [1.187, 1.802, 2.735], [1.772, 0.560, 3.288], [2.004, -0.755, 1.989], [3.277, 0.127, 1.048], [4.631, 0.192, 1.345], [5.473, 0.959, 0.551], [4.975, 1.669, -0.533], [3.621, 1.614, -0.838], [2.800, 0.838, -0.045], [2.488, -2.078, 3.133], [3.440, -1.861, 4.123], [3.778, -2.887, 4.990], [3.155, -4.123, 4.893], [2.196, -4.339, 3.915], [1.872, -3.322, 3.028], [0.128, 1.728, 1.812], [-2.544, 2.724, 1.807], [-2.038, 4.220, 1.023], [-2.461, 5.078, -1.180], [-1.204, 6.850, -2.306], [1.109, 6.442, -3.083], [2.154, 4.229, -2.726], [0.870, 2.418, -1.668], [-3.714, 0.662, 0.725], [-6.147, 0.508, 0.547], [-7.380, 1.959, -1.040], [-6.138, 3.588, -2.426], [-3.710, 3.764, -2.246], [0.121, 4.921, 2.672], [2.103, 3.433, 3.830], [1.109, 0.146, 4.055], [2.727, 0.770, 3.768], [5.042, -0.383, 2.165], [6.531, 0.991, 0.774], [5.643, 2.256, -1.149], [3.229, 2.142, -1.697], [1.744, 0.750, -0.332], [3.944, -0.908, 4.216], [4.540, -2.720, 5.741], [3.428, -4.920, 5.571], [1.719, -5.306, 3.822], [1.176, -3.518, 2.225], [-1.116, 3.010, -5.036], [-1.738, 2.278, -4.017], [-1.150, 1.326, -3.323], [0.106, 0.978, -3.673], [0.781, 1.582, -4.747], [0.158, 2.662, -5.391], [1.994, 1.013, -5.270], [2.380, -0.203, -4.852], [1.679, -0.866, -3.784], [1.922, -2.218, -3.498], [1.240, -2.815, -2.481], [0.505, -1.987, -1.637], [0.242, -0.702, -1.864], [0.697, -0.191, -3.049], [-1.653, 3.798, -5.545], [-2.770, 2.475, -3.770], [0.674, 3.167, -6.198], [2.520, 1.531, -6.062], [3.224, -0.714, -5.300], [2.637, -2.771, -4.094], [1.363, -3.857, -2.234], [0.128, -2.412, -0.714], [-1.426, -2.708, 1.495], [-1.738, -1.719, 2.636], [-2.281, -1.854, 3.838], [-2.353, -0.596, 4.439], [-1.805, 0.268, 3.514], [-1.442, -0.417, 2.408], [-2.301, -2.299, 0.292], [-3.251, -2.931, -0.394], [-3.629, -2.131, -1.466], [-2.832, -1.002, -1.362], [-2.033, -1.104, -0.290], [-0.258, -2.457, 1.160], [-1.613, -3.843, 1.825], [-2.568, -2.828, 4.200], [-2.730, -0.357, 5.417], [-1.626, 1.328, 3.582], [-3.582, -3.909, -0.088], [-4.363, -2.348, -2.221], [-2.753, -0.146, -2.014], [5.005, -3.241, 1.405], [3.307, -2.825, 0.201], [4.341, -2.075, -1.534], [2.791, -4.816, -0.369]],
  "forces_ev_per_a": [[-0.35, -0.60, -0.29], [-0.06, 0.03, -0.17], [-0.10, 0.22, 0.35], [0.03, -0.06, -0.01], [0.06, 0.04, 0.05], [0.02, -0.01, -0.02], [-0.05, 0.00, 0.00], [-0.05, -0.03, 0.03], [0.10, 0.11, 0.08], [0.09, -0.07, -0.11], [-0.01, 0.00, 0.09], [-0.01, 0.03, -0.01], [0.02, -0.02, 0.02], [0.05, -0.01, -0.01], [-0.06, 0.01, -0.02], [0.08, -0.38, 0.10], [0.17, 0.06, 0.12], [-0.03, 0.16, 0.04], [-0.24, -0.04, -0.18], [0.04, -0.13, -0.02], [0.05, 0.73, 0.21], [0.10, -0.20, -0.07], [0.12, 0.05, 0.06], [-0.04, -0.01, 0.00], [-0.01, 0.02, -0.01], [0.14, -0.07, 0.02], [-0.14, -0.02, -0.10], [-0.17, -0.22, -0.24], [-0.02, 0.03, 0.05], [0.03, -0.03, 0.02], [0.02, 0.05, 0.01], [-0.01, 0.07, -0.07], [0.08, -0.11, 0.10], [-0.06, 0.17, -0.15], [-0.01, -0.03, 0.00], [-0.01, 0.03, 0.03], [0.01, 0.00, 0.00], [0.01, 0.00, -0.01], [0.00, 0.00, 0.01], [0.00, 0.00, -0.01], [0.01, 0.03, 0.04], [-0.02, 0.06, -0.02], [0.00, 0.00, 0.00], [0.00, 0.00, 0.00], [0.00, -0.01, 0.00], [0.05, -0.01, -0.08], [0.01, -0.02, 0.02], [-0.02, 0.01, -0.01], [0.01, -0.02, 0.01], [0.01, 0.05, 0.02], [-0.02, 0.02, -0.01], [0.00, 0.00, 0.00], [0.00, -0.01, 0.01], [-0.02, 0.01, 0.00], [0.26, 0.15, -0.18], [-0.01, 0.00, 0.00], [0.00, -0.01, 0.00], [0.00, 0.00, 0.00], [0.00, 0.01, -0.01], [-0.04, 0.00, 0.02], [-0.07, -0.01, 0.04], [0.05, -0.03, -0.06], [-0.02, -0.05, 0.02], [-0.09, -0.12, 0.07], [0.11, -0.04, -0.17], [0.03, 0.05, -0.04], [-0.11, 0.11, 0.09], [-0.03, -0.10, 0.10], [0.13, -0.02, -0.18], [0.05, -0.02, -0.05], [-0.08, 0.00, 0.01], [0.00, 0.01, 0.09], [-0.01, 0.08, 0.19], [0.16, 0.05, 0.06], [0.01, 0.00, 0.02], [-0.11, 0.07, 0.06], [-0.01, 0.00, 0.00], [-0.03, 0.01, 0.00], [-0.02, -0.01, 0.00], [-0.02, 0.01, 0.01], [-0.02, 0.01, -0.02], [-0.04, -0.03, -0.04], [-0.17, 0.06, -0.03], [-0.15, 0.03, -0.02], [-0.03, 0.04, 0.09], [0.00, -0.08, 0.04], [0.04, 0.01, -0.08], [0.24, -0.14, 0.19], [-0.03, 0.01, 0.05], [-0.05, 0.01, -0.08], [0.00, -0.09, 0.01], [0.16, 0.03, -0.05], [-0.17, -0.06, 0.05], [-0.09, 0.19, 0.04], [0.15, 0.07, -0.05], [-0.01, 0.02, 0.00], [0.00, -0.01, -0.01], [0.00, 0.00, -0.01], [0.00, 0.01, -0.01], [0.00, 0.00, 0.01], [0.00, -0.04, 0.01], [0.08, -0.05, 0.03], [0.02, 0.20, -0.08], [0.10, -0.01, -0.01], [0.00, -0.20, 0.03]]
}


{
  "formula": "CH3ClIN",
  "method": "ωB97M-V/def2-TZVPD",
  "lumo_ev": 0.673,
  "total_charge": 0,
  "homo_energy_ev": -10.07,
  "homo_lumo_gap_ev": 10.748,
  "smiles": "[H]/N=C\\Cl.I",
  "spin_multiplicity": 1,
  "symbols": ["C", "N", "Cl", "I", "H", "H", "H"],
  "positions_angstrom": [[0.786, -0.176, -0.363], [0.140, 0.249, -1.314], [2.422, -0.151, 0.106], [-2.591, 0.005, 2.116], [0.090, -0.701, 0.436], [0.594, 0.747, -2.035], [-1.440, 0.027, 1.054]],
  "forces_ev_per_a": [[-2.65, -1.94, 3.08], [-1.03, 0.28, -0.70], [0.85, 0.23, -0.20], [-0.66, -0.01, 0.61], [2.06, 0.70, -1.26], [0.98, 0.63, -0.96], [0.45, 0.11, -0.57]]
}


{
  "formula": "C16H22N2O2",
  "method": "ωB97M-V/def2-TZVPD",
  "lumo_ev": 0.389,
  "total_charge": 0,
  "homo_energy_ev": -8.10,
  "homo_lumo_gap_ev": 8.487,
  "smiles": "Cc1cc(C(C)(C)CO)c(O)c(C)c1Cc1ncc[nH]1",
  "spin_multiplicity": 1,
  "symbols": ["N", "O", "O", "C", "C", "C", "C", "C", "C", "C", "C", "C", "N", "C", "C", "C", "C", "C", "C", "C", "H", "H", "H", "H", "H", "H", "H", "H", "H", "H", "H", "H", "H", "H", "H", "H", "H", "H", "H", "H", "H", "H"],
  "positions_angstrom": [[5.012, 1.244, 2.454], [-1.380, 2.321, 1.027], [-3.531, 0.881, 1.401], [3.898, 1.015, 1.794], [4.976, 0.575, 3.669], [3.783, -0.097, 3.768], [0.419, -0.335, -0.840], [-0.403, 1.496, 0.542], [1.734, 0.120, -0.697], [0.918, 1.888, 0.817], [2.011, 1.201, 0.199], [-0.696, 0.305, -0.210], [3.120, 0.211, 2.607], [2.843, -0.560, -1.496], [1.210, 3.167, 1.621], [3.457, 1.631, 0.494], [-2.145, -1.604, -1.065], [-2.829, 0.676, -1.486], [-2.977, -0.327, 0.874], [-2.138, -0.219, -0.430], [-2.208, 1.785, 1.070], [-4.006, 0.718, 2.234], [5.767, 0.624, 4.433], [3.472, -0.708, 4.592], [0.265, -1.124, -1.567], [2.206, -0.104, 2.347], [3.648, -0.817, -0.800], [2.502, -1.490, -1.976], [3.233, 0.094, -2.293], [1.858, 2.942, 2.473], [1.701, 3.936, 0.982], [0.311, 3.576, 2.037], [3.581, 2.714, 0.527], [4.138, 1.316, -0.301], [-1.467, -2.279, -0.528], [-3.154, -2.009, -1.077], [-1.864, -1.502, -2.118], [-3.002, 1.694, -1.104], [-3.755, 0.222, -1.809], [-2.145, 0.789, -2.330], [-2.312, -0.735, 1.648], [-3.824, -1.009, 0.741]],
  "forces_ev_per_a": [[0.95, 0.45, -0.07], [-0.13, -1.00, -0.23], [-0.26, 0.49, -0.28], [0.48, -0.43, 2.53], [-0.50, 0.07, -0.58], [1.21, 0.93, -0.31], [-0.61, 1.27, 0.54], [0.06, -0.74, -0.26], [0.06, 0.48, 0.54], [1.27, 0.14, -0.83], [-0.95, -0.14, -0.57], [1.11, 0.21, 0.15], [-0.71, -0.28, -0.76], [-0.21, 0.11, 0.36], [0.32, -0.62, -0.53], [-0.59, -0.68, -0.15], [0.39, -0.20, 0.11], [0.53, 0.84, 0.65], [0.20, -0.82, 0.71], [-0.37, 1.01, -0.33], [0.15, 0.87, 0.32], [0.45, -0.05, -0.53], [-0.40, 0.04, -0.77], [-0.61, -0.18, -0.21], [-0.16, -0.13, 0.27], [-0.27, -0.13, -0.02], [0.13, -0.04, -0.35], [-0.02, 0.33, 0.23], [-0.02, -0.16, 0.34], [0.18, 0.04, -0.18], [-0.31, -0.52, 0.45], [-0.51, 0.23, 0.01], [-0.20, -0.02, 0.28], [-0.16, -0.15, 0.09], [-0.21, -0.09, -0.30], [-0.06, -0.08, 0.16], [0.28, -0.25, 0.24], [-0.17, -0.33, -0.12], [-0.36, 0.03, -0.13], [-0.17, -0.15, -0.06], [-0.09, -0.25, -0.16], [0.27, -0.11, -0.29]]
}